(1)
ORCA calculation (ωB97M-V/def2-TZVPD) on a cluster of 9 separate species, H18O9 in total at a distorted geometry.

The structure (SMILES) is O.O.O.O.O.O.O.O.O. Its spin multiplicity is 1. The total energy comes out at -687.9270 a.u. For the energy above the lowest of the compared OMol25 structures with the same formula, charge and spin, the calculation gives 62.0 kcal/mol. The value obtained for the HOMO energy is -10.412 eV. Its LUMO energy is -0.3 eV.

Each line ends with the natural charge from an NBO analysis.
CARTESIAN COORDINATES (ANGSTROEM)
O1 -0.7230 2.4912 -0.5875  -0.961
H1 -0.4650 3.3332 -0.1865  0.487
H2 -1.4920 2.1902 -0.0905  0.498
O2 -0.3570 -0.1638 3.2465  -0.949
H3 0.0570 -0.9888 3.0205  0.466
H4 -1.2920 -0.2668 3.1035  0.483
O3 -0.5720 -3.2678 0.7565  -0.970
H5 -0.0750 -3.6688 0.0255  0.505
H6 -0.0430 -2.5868 1.1465  0.470
O4 3.1880 -0.4038 0.0705  -0.956
H7 2.7630 0.1892 0.7845  0.464
H8 2.4560 -0.8658 -0.2885  0.477
O5 -2.8600 -1.6968 1.8465  -1.001
H9 -2.3630 -2.1978 1.1965  0.511
H10 -3.2110 -2.1608 2.5995  0.487
O6 1.9880 2.3272 -0.9495  -0.934
H11 1.3310 2.9292 -0.6585  0.454
H12 2.6930 2.7622 -1.4105  0.480
O7 -1.1330 2.6812 -3.2735  -0.953
H13 -2.0570 2.8832 -3.1825  0.458
H14 -0.7820 2.6992 -2.3875  0.480
O8 1.5000 -2.3058 -1.1425  -0.977
H15 1.9100 -2.1338 -2.0035  0.479
H16 0.7810 -1.6728 -1.1245  0.499
O9 -0.2610 -0.3398 -0.3765  -0.962
H17 -0.2350 0.6082 -0.5345  0.497
H18 -0.7450 -0.3748 0.3995  0.469

***

(2)
ORCA calculation (ωB97M-V/def2-TZVPD) on a cluster of 9 separate species, H18O9 in total.

The structure (SMILES) is O.O.O.O.O.O.O.O.O. Its spin multiplicity is 1. The total energy comes out at -687.9551 a.u. For the energy above the lowest of the compared OMol25 structures with the same formula, charge and spin, the calculation gives 44.3 kcal/mol. The value obtained for the HOMO energy is -9.982 eV. Its LUMO energy is -0.5 eV.

Each line ends with the natural charge from an NBO analysis.
CARTESIAN COORDINATES (ANGSTROEM)
O1 -6.1529 12.9641 -19.2244  -0.961
H1 -6.9357 13.3020 -19.6755  0.490
H2 -6.2490 12.0058 -19.2445  0.486
O2 -4.3958 14.9360 -18.2869  -0.986
H3 -4.8240 14.2182 -18.7928  0.503
H4 -3.6720 15.2417 -18.8449  0.487
O3 -4.0032 11.0457 -12.6615  -0.948
H5 -4.6638 10.5874 -13.1913  0.453
H6 -3.1712 10.9842 -13.1670  0.482
O4 -2.4284 10.4708 -16.3245  -0.959
H7 -2.3214 10.1956 -17.2432  0.494
H8 -3.1540 9.9253 -15.9861  0.489
O5 -6.6551 15.6678 -16.8038  -0.982
H9 -5.8158 15.5370 -17.2899  0.499
H10 -7.0651 16.4306 -17.2218  0.471
O6 -5.8508 14.3388 -14.1577  -0.977
H11 -6.2718 14.8606 -14.8618  0.487
H12 -5.4603 13.5749 -14.6106  0.493
O7 -1.2775 11.1123 -13.6027  -0.956
H13 -0.7927 11.9379 -13.7155  0.484
H14 -1.4289 10.7886 -14.5036  0.482
O8 -3.6431 15.8050 -15.1928  -0.971
H15 -4.3827 15.6574 -14.5797  0.492
H16 -3.7456 15.1161 -15.8556  0.465
O9 -4.1662 12.6105 -15.8791  -0.981
H17 -4.3104 12.9118 -16.7840  0.474
H18 -3.4367 11.9593 -15.9399  0.491

***

(3)
ORCA calculation (ωB97M-V/def2-TZVPD) on a cluster of 9 separate species, H18O9 in total.

The structure (SMILES) is O.O.O.O.O.O.O.O.O. Its spin multiplicity is 1. The total energy comes out at -687.9597 a.u. For the energy above the lowest of the compared OMol25 structures with the same formula, charge and spin, the calculation gives 41.5 kcal/mol. The value obtained for the HOMO energy is -10.545 eV. Its LUMO energy is 0.1 eV.

Each line ends with the natural charge from an NBO analysis.
CARTESIAN COORDINATES (ANGSTROEM)
O1 0.8089 5.6483 -13.8182  -0.954
H1 1.5469 6.1888 -14.1225  0.482
H2 0.8736 4.8246 -14.3130  0.475
O2 3.5580 10.2400 -10.4635  -0.959
H3 3.5672 10.5031 -9.5353  0.483
H4 4.4306 9.8588 -10.6250  0.505
O3 -0.8261 11.3751 -12.9077  -0.956
H5 -0.5017 10.9432 -12.1022  0.485
H6 -1.5557 10.8200 -13.2028  0.467
O4 0.0889 6.9308 -11.0329  -0.968
H7 0.2695 6.5672 -11.9100  0.489
H8 0.4463 7.8264 -11.0774  0.469
O5 1.9100 8.4852 -13.3024  -0.988
H9 1.6190 9.0731 -12.5821  0.496
H10 1.8768 9.0352 -14.0959  0.498
O6 1.2290 10.4454 -15.8826  -0.969
H11 0.3479 10.8373 -15.8625  0.493
H12 1.8339 11.1939 -15.8324  0.488
O7 0.9223 9.8682 -11.0729  -1.014
H13 0.4912 10.0950 -10.2404  0.492
H14 1.8894 9.8446 -10.8571  0.516
O8 4.3952 7.4580 -12.5025  -0.980
H15 3.5019 7.8549 -12.6081  0.494
H16 4.4208 6.7306 -13.1288  0.465
O9 1.2729 7.9259 -17.2865  -0.959
H17 1.3786 8.6951 -16.7025  0.487
H18 0.7651 7.2906 -16.7705  0.463

***

(4)
ORCA calculation (ωB97M-V/def2-TZVPD) on a cluster of 9 separate species, H18O9 in total.

The structure (SMILES) is O.O.O.O.O.O.O.O.O. Its spin multiplicity is 1. The total energy comes out at -687.9334 a.u. For the energy above the lowest of the compared OMol25 structures with the same formula, charge and spin, the calculation gives 58.0 kcal/mol. The value obtained for the HOMO energy is -9.978 eV. Its LUMO energy is -0.3 eV.

Each line ends with the natural charge from an NBO analysis.
CARTESIAN COORDINATES (ANGSTROEM)
O1 1.2524 -2.4672 -2.4560  -0.962
H1 0.4515 -2.9021 -2.7672  0.459
H2 0.9454 -1.7389 -1.8792  0.491
O2 -1.8172 0.5932 -0.9369  -0.934
H3 -1.0397 0.0160 -0.9114  0.470
H4 -1.5740 1.3052 -1.5382  0.454
O3 3.8691 2.6825 0.5120  -0.947
H5 3.9223 3.6316 0.3595  0.462
H6 3.0554 2.4016 0.0667  0.478
O4 -0.4925 -1.3021 2.2028  -0.961
H7 -0.5838 -2.1390 2.6742  0.492
H8 -0.0263 -0.7164 2.8143  0.491
O5 -2.2254 -3.2260 -0.0098  -0.923
H9 -1.8768 -4.0432 0.3659  0.462
H10 -1.6104 -3.0031 -0.7181  0.463
O6 0.8319 -0.7219 -0.3038  -0.994
H11 1.0858 0.1880 -0.1060  0.485
H12 0.3096 -1.0045 0.4732  0.515
O7 -3.2078 -0.8630 1.1651  -0.943
H13 -2.2526 -0.9083 1.3119  0.480
H14 -3.4945 -0.1070 1.6875  0.455
O8 1.4309 2.1897 -1.2319  -0.979
H15 1.7161 1.5565 -1.9079  0.505
H16 1.4204 3.0434 -1.6860  0.494
O9 -0.1681 2.1720 1.0774  -0.960
H17 -0.2379 3.0369 1.4956  0.467
H18 0.3160 2.3262 0.2463  0.480

***

(5)
ORCA calculation (ωB97M-V/def2-TZVPD) on a cluster of 9 separate species, H18O9 in total at a distorted geometry.

Its spin multiplicity is 2. The total energy comes out at -687.5326 a.u. For the energy above the lowest of the compared OMol25 structures with the same formula, charge and spin, the calculation gives 29.8 kcal/mol. Its charge is +1. The value obtained for the HOMO energy (alpha / beta) is -13.540 / -13.496 eV. Its LUMO energy (alpha / beta) is -3.3 / -10.6 eV.

Each line ends with the Mulliken spin population.
CARTESIAN COORDINATES (ANGSTROEM)
O1 -2.0602 0.5793 1.0792  0.000
H1 -1.5795 0.8641 1.8564  0.000
H2 -2.8735 0.2092 1.4223  0.000
O2 2.0945 0.5308 -1.8068  0.599
H3 2.6568 0.3573 -2.5617  -0.015
H4 1.4163 -0.1431 -1.8528  -0.019
O3 1.6479 0.1596 2.0537  0.002
H5 0.8452 -0.3483 2.1715  0.000
H6 1.5861 0.8602 2.7030  0.000
O4 0.0175 3.0844 0.2468  0.013
H7 0.7140 3.6753 0.5332  0.000
H8 -0.0242 2.4141 0.9288  -0.001
O5 2.4962 -2.3560 -1.1808  0.199
H9 2.6637 -2.1713 -0.2566  -0.006
H10 3.3300 -2.1783 -1.6160  -0.008
O6 -0.2968 -1.2108 2.8815  0.000
H11 -1.0825 -0.9016 3.3325  0.000
H12 -0.0767 -2.0330 3.3194  0.000
O7 -0.2141 -0.7869 -0.6287  -0.001
H13 0.1554 -1.3556 0.0468  0.000
H14 -0.7483 -0.1563 -0.1456  -0.001
O8 -0.3908 -1.4276 -3.3872  0.249
H15 -0.6652 -2.1865 -2.8725  -0.008
H16 -0.3897 -0.7019 -2.7630  -0.007
O9 -2.9571 2.1085 -1.2295  0.005
H17 -2.6465 1.4996 -0.5593  0.000
H18 -3.6183 1.6147 -1.7145  0.000

***

(6)
ORCA calculation (ωB97M-V/def2-TZVPD) on a structure of composition H18O9Xe.

Its spin multiplicity is 1. The total energy comes out at -1017.2863 a.u. For the energy above the lowest of the compared OMol25 structures with the same formula, charge and spin, the calculation gives 25.1 kcal/mol. The value obtained for the HOMO energy is -10.182 eV. Its LUMO energy is 0.0 eV.

Each line ends with the natural charge from an NBO analysis.
CARTESIAN COORDINATES (ANGSTROEM)
Xe1 -0.1238 -0.0177 0.3499  0.003
O1 3.0832 -0.5106 -1.3596  -0.932
H1 2.6735 -1.3752 -1.3886  0.455
H2 3.9912 -0.6835 -1.1110  0.478
O2 1.9337 0.4322 3.4452  -0.938
H3 2.2155 0.7584 4.2998  0.473
H4 1.0692 0.8214 3.3129  0.476
O3 0.7499 3.0993 2.1626  -0.940
H5 1.1095 3.2536 3.0361  0.463
H6 -0.1696 2.8826 2.3164  0.477
O4 -2.5241 2.3022 2.6846  -0.947
H7 -2.8487 2.0282 1.8268  0.473
H8 -2.8846 3.1802 2.8085  0.476
O5 -0.2921 -2.2525 -2.6768  -0.959
H9 0.4848 -2.4437 -2.1515  0.475
H10 -0.5267 -3.0918 -3.0726  0.496
O6 3.2763 1.3988 1.1713  -0.964
H11 2.7282 0.8762 0.5859  0.469
H12 2.7892 1.4269 1.9948  0.480
O7 -2.7710 -3.7031 -1.1609  -0.960
H13 -3.3466 -3.7641 -0.3986  0.465
H14 -2.4507 -2.8012 -1.1482  0.486
O8 -3.1440 -0.8754 -1.4546  -0.943
H15 -2.3234 -0.6373 -1.8862  0.483
H16 -3.1829 -0.3091 -0.6839  0.467
O9 0.2647 0.3439 -3.6768  -0.955
H17 0.1749 -0.5005 -3.2351  0.480
H18 0.0442 0.1615 -4.5902  0.463

***

The highest spin multiplicity belongs to which entry?
number 5

***

What did the second record say?
ORCA calculation (ωB97M-V/def2-TZVPD) on a cluster of 9 separate species, H18O9 in total.

The structure (SMILES) is O.O.O.O.O.O.O.O.O. Its spin multiplicity is 1. The total energy comes out at -687.9551 a.u. For the energy above the lowest of the compared OMol25 structures with the same formula, charge and spin, the calculation gives 44.3 kcal/mol. The value obtained for the HOMO energy is -9.982 eV. Its LUMO energy is -0.5 eV.

Each line ends with the natural charge from an NBO analysis.
CARTESIAN COORDINATES (ANGSTROEM)
O1 -6.1529 12.9641 -19.2244  -0.961
H1 -6.9357 13.3020 -19.6755  0.490
H2 -6.2490 12.0058 -19.2445  0.486
O2 -4.3958 14.9360 -18.2869  -0.986
H3 -4.8240 14.2182 -18.7928  0.503
H4 -3.6720 15.2417 -18.8449  0.487
O3 -4.0032 11.0457 -12.6615  -0.948
H5 -4.6638 10.5874 -13.1913  0.453
H6 -3.1712 10.9842 -13.1670  0.482
O4 -2.4284 10.4708 -16.3245  -0.959
H7 -2.3214 10.1956 -17.2432  0.494
H8 -3.1540 9.9253 -15.9861  0.489
O5 -6.6551 15.6678 -16.8038  -0.982
H9 -5.8158 15.5370 -17.2899  0.499
H10 -7.0651 16.4306 -17.2218  0.471
O6 -5.8508 14.3388 -14.1577  -0.977
H11 -6.2718 14.8606 -14.8618  0.487
H12 -5.4603 13.5749 -14.6106  0.493
O7 -1.2775 11.1123 -13.6027  -0.956
H13 -0.7927 11.9379 -13.7155  0.484
H14 -1.4289 10.7886 -14.5036  0.482
O8 -3.6431 15.8050 -15.1928  -0.971
H15 -4.3827 15.6574 -14.5797  0.492
H16 -3.7456 15.1161 -15.8556  0.465
O9 -4.1662 12.6105 -15.8791  -0.981
H17 -4.3104 12.9118 -16.7840  0.474
H18 -3.4367 11.9593 -15.9399  0.491

***

What is the formula in the sixth record?
H18O9Xe